(1)
{"formula": "C29H54N4O7", "method": "wB97M-V/def2-TZVPD", "symbols": ["C", "C", "C", "C", "O", "C", "C", "N", "C", "C", "C", "O", "C", "C", "O", "C", "C", "C", "C", "C", "C", "N", "H", "H", "H", "H", "H", "H", "H", "H", "H", "H", "H", "H", "H", "H", "H", "H", "H", "H", "H", "H", "H", "H", "H", "H", "C", "O", "C", "C", "N", "C", "C", "O", "C", "H", "H", "H", "H", "H", "H", "H", "H", "H", "H", "H", "H", "H", "H", "H", "C", "O", "C", "C", "N", "C", "C", "O", "C", "H", "H", "H", "H", "H", "H", "H", "H", "H", "H", "H", "H", "H", "H", "H"], "xyz": [[-7.357, -6.892, -0.218], [-6.519, -8.047, 0.531], [-5.306, -8.638, -0.364], [-4.255, -7.474, -0.777], [-3.098, -7.405, 0.101], [-2.493, -6.100, 0.064], [-2.273, -5.369, -1.294], [-1.656, -4.098, -1.490], [-1.241, -3.592, -0.209], [-0.483, -2.196, -0.208], [-0.236, -1.448, -1.605], [0.456, -0.174, -1.461], [0.505, 0.384, -2.819], [-0.507, 1.631, -2.951], [-1.892, 1.170, -2.786], [-2.813, 2.041, -3.487], [-2.935, 3.473, -2.748], [0.019, -1.509, 1.088], [-0.236, -2.176, 2.508], [-0.977, -3.553, 2.493], [-1.459, -4.266, 1.167], [-2.094, -5.550, 1.314], [-6.714, -5.931, -0.250], [-8.303, -6.593, 0.380], [-7.625, -7.227, -1.291], [-6.026, -7.632, 1.494], [-7.248, -8.905, 0.752], [-4.755, -9.508, 0.156], [-5.781, -9.041, -1.340], [-4.755, -6.453, -0.948], [-3.853, -7.792, -1.821], [-2.628, -5.920, -2.245], [0.400, -2.153, -2.254], [-1.272, -1.223, -2.051], [1.575, 0.637, -3.154], [0.102, -0.425, -3.546], [-0.317, 2.360, -2.086], [-0.401, 2.105, -3.991], [-2.475, 2.146, -4.575], [-3.863, 1.571, -3.456], [-3.584, 4.171, -3.400], [-3.513, 3.354, -1.752], [-1.908, 3.956, -2.586], [0.582, -0.517, 1.092], [0.102, -1.661, 3.482], [-1.160, -4.029, 3.527], [6.442, -1.974, 1.768], [6.598, -2.965, 2.772], [6.984, -2.440, 4.042], [5.829, -2.510, 5.046], [4.765, -1.561, 4.713], [3.509, -1.786, 5.422], [2.805, -3.142, 5.238], [2.266, -3.354, 3.938], [3.208, -3.786, 2.968], [6.375, -2.479, 0.802], [5.522, -1.405, 1.914], [7.299, -1.295, 1.740], [7.390, -1.425, 3.964], [7.792, -3.085, 4.407], [6.205, -2.293, 6.050], [5.457, -3.541, 5.035], [4.583, -1.613, 3.716], [2.819, -1.005, 5.086], [3.679, -1.615, 6.491], [1.944, -3.148, 5.915], [3.427, -3.989, 5.545], [3.976, -4.437, 3.394], [3.661, -2.923, 2.478], [2.672, -4.346, 2.199], [2.556, 9.229, -1.041], [1.261, 9.105, -0.474], [0.317, 10.046, -0.987], [-0.709, 9.364, -1.897], [-0.106, 8.925, -3.157], [-0.926, 7.997, -3.931], [-1.323, 6.662, -3.278], [-0.240, 5.756, -3.085], [0.548, 6.010, -1.932], [3.248, 8.638, -0.437], [2.580, 8.837, -2.060], [2.897, 10.269, -1.034], [0.805, 10.888, -1.489], [-0.215, 10.449, -0.117], [-1.526, 10.058, -2.110], [-1.118, 8.514, -1.338], [0.781, 8.475, -2.955], [-0.361, 7.768, -4.840], [-1.834, 8.521, -4.251], [-2.004, 6.158, -3.971], [-1.891, 6.794, -2.350], [-0.044, 6.395, -1.098], [1.360, 6.695, -2.178], [1.007, 5.069, -1.619]], "forces_ev_per_a": [[0.59, 0.30, 0.39], [0.39, -0.08, -0.14], [-0.39, 0.88, -0.11], [-0.44, -1.26, -2.14], [0.14, 3.14, -0.17], [1.14, 1.82, 1.09], [0.57, 0.86, 0.52], [-1.20, -3.79, 4.89], [1.07, 1.97, 1.07], [0.64, 0.69, 3.01], [-0.70, -0.97, 1.11], [-0.35, -0.76, -1.68], [-1.22, 0.04, -0.74], [0.26, -0.50, 0.63], [0.62, 0.70, -1.04], [-0.57, 0.82, 0.62], [-0.56, -0.20, -0.34], [-1.89, -3.33, -0.12], [-2.01, -3.01, -3.73], [1.41, 2.88, -1.21], [0.53, 0.78, 0.32], [0.00, 0.96, -4.96], [-1.10, -1.53, -0.21], [1.50, -0.75, -1.08], [0.31, 0.64, 1.76], [-1.16, -0.74, -1.40], [1.20, 1.21, -0.01], [-0.86, 1.49, -0.76], [0.94, 0.62, 1.47], [0.71, -1.53, 0.66], [-0.63, 0.55, 1.57], [0.67, 1.13, 1.74], [-1.13, 0.98, 0.72], [1.56, -0.64, 0.41], [-1.56, -0.14, 0.84], [0.80, 1.40, 0.99], [0.07, -0.78, -1.48], [0.07, -0.46, 1.51], [-0.48, -0.01, 1.37], [1.78, 0.41, -0.09], [1.08, -1.01, 0.91], [1.20, 0.10, -1.55], [-1.58, -0.68, -0.22], [-1.00, -1.61, -0.46], [-0.64, -1.14, -1.87], [0.19, 0.54, -2.15], [-0.02, -0.32, -0.05], [0.12, 0.50, -0.02], [-0.14, -0.46, 0.40], [-0.04, 0.17, -0.54], [0.16, -0.18, -0.10], [-0.04, -0.04, -0.22], [-0.32, 0.27, 0.08], [0.36, -0.11, 0.38], [-0.37, 0.07, -0.18], [0.01, -0.05, 0.14], [0.03, 0.20, -0.04], [-0.06, 0.04, 0.04], [-0.19, 0.00, -0.11], [-0.06, 0.07, 0.01], [0.00, 0.02, 0.00], [0.18, -0.08, 0.10], [0.05, 0.02, 0.19], [-0.04, -0.08, 0.08], [0.00, -0.11, -0.01], [0.02, 0.02, -0.07], [0.14, 0.01, -0.14], [0.04, 0.11, 0.04], [0.25, -0.09, -0.06], [-0.08, 0.03, 0.13], [-0.08, -0.19, 0.25], [0.23, 0.34, -0.31], [-0.57, -0.24, 0.15], [0.56, -0.08, -0.01], [0.02, -0.01, 0.27], [0.22, -0.12, 0.06], [-0.03, -0.01, -0.48], [-0.27, 0.21, 0.20], [0.13, -0.26, -0.22], [-0.15, 0.03, 0.00], [0.12, 0.13, -0.13], [-0.02, -0.02, -0.07], [0.09, -0.18, -0.08], [0.02, -0.01, -0.09], [0.00, 0.01, -0.01], [-0.11, 0.13, 0.15], [-0.16, 0.11, -0.04], [-0.12, -0.06, 0.02], [-0.03, -0.07, 0.09], [0.09, 0.01, 0.02], [0.14, 0.06, 0.12], [0.02, 0.10, -0.07], [0.02, 0.13, 0.24], [-0.11, -0.01, -0.08]], "mulliken_charge": [-0.9146, -0.4310, -0.6573, -0.3042, -0.3645, 0.4314, -0.1613, -0.3723, 0.4008, 0.3204, -0.2381, -0.2985, -0.7431, -0.1536, -0.2917, -0.4828, -0.3842, -0.5732, -0.3729, -0.5448, 0.3659, -0.5675, 0.2331, 0.3073, 0.2424, 0.2388, 0.3228, 0.2889, 0.3050, 0.3267, 0.1743, 0.2613, 0.2707, 0.2794, 0.3082, 0.3303, 0.1516, 0.3711, 0.3250, 0.2644, 0.2963, 0.2710, -0.1463, 0.3176, 0.2790, 0.2846, -0.6968, -0.3262, -0.7998, -0.1665, -0.3200, -0.7161, -0.5727, -0.2781, -0.5922, 0.2326, 0.2869, 0.3319, 0.3927, 0.3903, 0.3968, 0.1470, 0.0570, 0.3652, 0.4025, 0.3580, 0.3650, 0.3191, 0.1216, 0.3244, -0.7043, -0.3276, -0.8026, -0.1584, -0.3159, -1.0923, -0.2563, -0.4018, -0.6305, 0.2326, 0.2984, 0.3311, 0.3949, 0.3913, 0.3978, 0.1345, 0.0924, 0.4041, 0.4342, 0.3404, 0.4000, 0.3047, 0.2066, 0.3382], "smiles": "CCCCOc1cnc2c(COCCOCC)cccc2n1.COCCNCCOC.COCCNCCOC", "multiplicity": 1}

***

(2)
{"formula": "C4H9N2O2", "method": "wB97M-V/def2-TZVPD", "symbols": ["O", "C", "N", "C", "C", "N", "C", "O", "H", "H", "H", "H", "H", "H", "H", "H", "H"], "xyz": [[-1.452, 1.480, -1.645], [-0.606, 0.851, -1.047], [0.642, 0.632, -1.709], [1.656, -0.262, -1.219], [-0.779, 0.147, 0.270], [0.218, 0.322, 1.319], [0.088, -0.883, 2.269], [-0.183, -2.067, 1.680], [0.721, 1.144, -2.571], [2.212, -0.726, -2.068], [1.296, -1.122, -0.632], [2.401, 0.258, -0.611], [-1.759, 0.435, 0.705], [-0.908, -0.947, 0.004], [1.142, 0.392, 0.925], [-0.750, -0.643, 2.936], [1.008, -0.863, 2.859]], "forces_ev_per_a": [[-0.52, 0.45, 0.08], [1.99, -0.67, -0.74], [-1.86, 0.03, 1.42], [1.12, -0.77, -0.81], [-1.01, -0.38, 0.17], [-0.57, 0.01, 0.01], [-0.66, -1.18, -0.97], [0.73, 0.57, -0.05], [0.19, -0.20, -0.02], [-0.37, 0.44, 0.35], [-0.37, 0.53, -0.16], [0.15, -0.01, 0.06], [0.40, 0.01, -0.48], [0.33, 0.64, 0.35], [0.11, -0.35, 0.13], [-0.19, 0.70, 0.41], [0.52, 0.17, 0.25]], "mulliken_charge": [-0.6741, 0.2638, -0.1174, -0.9925, -0.3066, -0.5891, -0.5327, -0.8660, 0.2162, 0.3114, 0.3683, 0.3023, 0.3325, 0.3053, 0.3915, 0.2507, 0.3362], "smiles": "CNC(=O)CNC[O-]", "multiplicity": 1, "charge": -1}

***

(3)
{"formula": "C40H53N10O5P", "method": "wB97M-V/def2-TZVPD", "symbols": ["O", "H", "H", "H", "P", "O", "O", "O", "O", "N", "C", "C", "C", "C", "H", "H", "H", "H", "H", "N", "C", "C", "C", "C", "H", "H", "H", "H", "H", "N", "C", "C", "C", "C", "H", "H", "H", "H", "H", "N", "C", "C", "C", "C", "H", "H", "H", "H", "H", "N", "C", "C", "C", "C", "H", "H", "H", "H", "H", "N", "C", "C", "C", "C", "H", "H", "H", "H", "H", "N", "C", "C", "C", "C", "H", "H", "H", "H", "H", "N", "C", "C", "C", "C", "H", "H", "H", "H", "H", "N", "C", "C", "C", "C", "H", "H", "H", "H", "H", "N", "C", "C", "C", "C", "H", "H", "H", "H", "H"], "xyz": [[41.116, 14.177, 30.139], [41.694, 15.042, 29.972], [40.304, 14.283, 29.735], [40.579, 14.384, 30.931], [38.677, 15.896, 30.752], [39.556, 17.001, 30.964], [39.188, 14.567, 31.524], [39.000, 15.310, 29.432], [37.276, 16.090, 30.921], [35.827, 14.944, 32.969], [34.517, 15.034, 32.847], [34.005, 14.728, 34.144], [35.225, 14.238, 34.867], [36.321, 14.442, 34.069], [36.733, 15.143, 32.140], [34.122, 15.452, 32.064], [33.080, 14.851, 34.489], [35.457, 13.602, 35.806], [37.412, 14.422, 34.233], [39.518, 19.414, 30.643], [38.780, 20.267, 31.380], [39.150, 21.528, 31.076], [40.232, 21.327, 29.984], [40.478, 20.013, 29.834], [39.484, 18.279, 30.745], [38.027, 19.838, 32.069], [39.110, 22.423, 31.424], [41.033, 21.992, 29.815], [41.211, 19.619, 29.140], [35.849, 18.049, 31.413], [35.907, 19.165, 30.584], [35.245, 20.114, 31.219], [34.912, 19.542, 32.611], [35.299, 18.350, 32.622], [36.410, 17.160, 31.160], [36.363, 19.055, 29.408], [34.964, 21.024, 30.960], [34.288, 19.990, 33.521], [35.300, 17.535, 33.422], [40.066, 17.969, 33.398], [40.944, 18.998, 33.755], [40.903, 19.111, 35.096], [39.932, 18.130, 35.520], [39.507, 17.382, 34.504], [40.076, 17.758, 32.361], [41.489, 19.493, 33.064], [41.591, 19.874, 35.459], [39.520, 17.931, 36.521], [38.881, 16.591, 34.432], [38.278, 16.726, 27.557], [38.192, 18.019, 27.896], [37.636, 18.758, 26.820], [37.147, 17.651, 25.843], [37.610, 16.387, 26.306], [38.807, 16.097, 28.195], [38.580, 18.296, 28.826], [37.298, 19.854, 26.757], [36.491, 17.838, 24.906], [37.332, 15.408, 26.061], [40.163, 13.889, 33.851], [41.099, 14.547, 34.386], [41.467, 14.060, 35.579], [40.597, 12.849, 35.809], [39.831, 12.819, 34.726], [39.650, 14.147, 32.838], [41.463, 15.501, 33.887], [42.094, 14.431, 36.428], [40.562, 12.218, 36.773], [38.967, 12.118, 34.643], [39.020, 13.711, 27.541], [38.462, 12.398, 27.760], [38.803, 11.605, 26.684], [39.700, 12.517, 25.732], [39.790, 13.813, 26.382], [38.744, 14.241, 28.329], [37.857, 12.210, 28.694], [38.715, 10.541, 26.450], [40.232, 12.104, 24.955], [40.345, 14.743, 25.874], [41.893, 16.851, 30.049], [42.115, 16.857, 28.705], [43.427, 16.751, 28.519], [44.132, 16.398, 29.765], [43.100, 16.633, 30.736], [41.145, 17.167, 30.577], [41.300, 17.028, 27.885], [43.948, 16.631, 27.635], [45.275, 16.172, 30.125], [43.207, 16.461, 31.798], [38.587, 12.086, 31.471], [37.417, 11.657, 32.035], [37.408, 10.310, 31.862], [38.679, 9.962, 31.090], [39.428, 11.071, 30.937], [38.874, 13.185, 31.243], [36.654, 12.276, 32.380], [36.622, 9.487, 32.047], [38.855, 8.861, 30.742], [40.294, 11.299, 30.345], [35.445, 15.295, 29.361], [34.783, 14.132, 29.618], [33.672, 13.956, 28.845], [33.727, 15.147, 27.860], [34.844, 15.891, 28.281], [36.344, 15.481, 29.949], [35.136, 13.572, 30.417], [32.895, 13.348, 28.819], [33.139, 15.434, 27.064], [35.246, 16.804, 27.701]], "forces_ev_per_a": [[6.54, 0.03, 0.58], [-1.43, -1.55, 0.19], [-4.01, 0.95, -4.32], [-0.82, 0.26, 3.26], [3.00, -6.98, -0.35], [2.54, 3.09, 1.95], [-0.04, 1.84, 1.94], [0.76, -0.73, -3.00], [-3.95, -0.01, 1.56], [6.37, 1.06, -6.72], [0.36, -1.50, 6.66], [6.28, -1.70, -1.78], [-0.73, -1.07, 2.10], [-0.27, -0.13, 1.94], [-4.27, -0.16, 2.38], [-2.34, 2.14, -4.21], [-3.57, 0.10, 1.24], [-1.35, 1.56, -1.17], [-0.89, -0.46, 0.00], [1.21, -3.97, -0.94], [-0.52, -0.32, 0.53], [3.75, -4.62, -5.08], [-1.07, 1.26, 2.90], [-2.10, 0.57, 0.86], [-0.62, 3.19, -0.35], [0.63, 0.54, -0.50], [-1.33, 5.28, 2.58], [0.29, 1.38, -0.75], [-0.33, -0.77, 0.44], [2.06, -1.51, -1.77], [0.84, -2.78, -3.22], [-0.69, -1.96, 4.62], [-3.69, 8.45, 0.37], [2.47, -7.74, 0.77], [-1.38, 2.10, 0.93], [-1.46, 0.43, 3.84], [-0.89, 3.97, -1.39], [1.57, -0.54, -2.38], [-0.18, 1.42, -1.25], [2.09, 0.94, -2.77], [-2.90, -3.23, 1.29], [0.01, 0.33, -0.11], [0.41, 0.58, 3.91], [1.77, 2.90, -2.21], [-0.88, -0.51, 2.41], [1.47, 1.48, -2.19], [-0.69, -0.38, 1.19], [0.67, 0.34, -0.33], [-1.87, -2.16, -0.07], [-1.14, -1.41, -2.55], [-0.76, 0.85, -3.54], [-1.93, -1.90, -0.78], [0.65, 0.77, 0.55], [0.58, 5.46, 2.39], [-0.82, 0.08, -0.34], [0.54, 0.77, 0.97], [0.80, -2.00, 0.27], [1.35, -0.38, 1.81], [0.08, -1.14, -0.36], [-5.55, -4.12, -3.06], [4.22, 5.23, 0.34], [0.26, -2.33, 3.87], [2.46, 1.81, 2.20], [-2.38, -0.79, -1.65], [1.04, -0.38, 2.37], [-0.38, -1.34, 0.74], [-0.34, -0.02, -1.47], [-0.01, 1.08, -1.98], [0.84, 0.89, -0.83], [-0.58, -3.72, -1.25], [0.85, 0.90, -1.44], [2.62, 2.44, -1.92], [-2.98, 1.02, 5.77], [-0.16, -2.14, -1.83], [0.36, 2.09, 0.35], [0.86, 0.30, -1.31], [-0.39, 0.51, 0.48], [1.03, -0.38, -1.82], [-1.63, -2.04, 1.96], [3.72, -1.01, 0.86], [-2.56, 1.60, -1.68], [3.24, -2.15, 1.22], [-0.97, 1.57, 2.41], [1.84, -1.22, -2.39], [-2.24, 0.38, 0.43], [1.51, -0.28, 2.08], [0.49, 0.05, -1.99], [-3.21, 0.66, -1.56], [-0.60, 0.34, 0.02], [2.61, 3.33, -1.36], [1.95, -1.59, -1.59], [0.91, -3.30, -1.62], [-2.19, -3.53, 1.03], [-3.12, 1.34, 0.83], [-1.38, -2.72, 1.26], [-0.75, 1.17, 0.66], [1.28, 1.84, -0.03], [-0.01, 2.34, 0.71], [0.17, 0.10, 0.16], [0.56, -0.69, -0.40], [-1.08, 0.44, -0.31], [3.26, 5.71, -2.81], [3.00, -1.48, 4.48], [-0.47, 0.90, -1.84], [-1.92, 0.32, -1.83], [0.39, -1.14, 1.32], [-2.89, -3.17, 0.33], [-1.36, 0.24, -1.43], [-0.46, -1.57, 1.54]], "mulliken_charge": [-0.6022, 0.5791, -0.0334, 0.0966, -1.1899, -0.1512, 0.0313, 0.5300, -0.0862, 1.9569, -1.0496, -1.2853, -0.8078, -0.2210, -0.7114, 0.7055, 0.5993, 0.1999, 0.3182, 0.9263, -0.2428, -1.4083, -1.0813, -0.3960, 0.1315, 0.4494, 0.6804, 0.3690, 0.3837, 0.4512, -0.4310, -0.5986, -0.2739, -0.3888, -0.0672, -0.1811, 0.7450, 0.1510, 0.0565, 1.0848, -0.7942, -0.6235, -0.9755, -0.8804, 0.0122, 0.5654, 0.3774, 0.3189, 0.9140, 0.4030, 0.2143, -0.6244, -0.5730, -0.6654, 0.1552, 0.0554, 0.2871, 0.1809, 0.4604, 0.6937, 0.0772, -0.9568, -0.1159, -0.9453, -0.0450, 0.2228, 0.2986, 0.2928, 0.2341, 0.5969, -0.3919, -0.5029, -0.9206, -0.2411, 0.5132, 0.2852, 0.3836, 0.4620, 0.2092, 0.3784, -0.0637, -0.8487, -0.4909, -0.3357, 0.1247, 0.3072, 0.4904, 0.2296, 0.4163, 1.0581, -0.7035, -0.5785, -0.5054, -0.7576, -0.0591, 0.5025, 0.2593, 0.1985, 0.4531, 0.9129, -0.6751, -1.4850, -0.6365, -0.3426, -0.0268, 0.7106, 0.6323, 0.5337, 0.1051], "multiplicity": 1, "charge": -2}

***

(4)
{"formula": "C5H8N2", "method": "wB97M-V/def2-TZVPD", "symbols": ["C", "N", "C", "C", "C", "N", "C", "H", "H", "H", "H", "H", "H", "H", "H"], "xyz": [[2.311, 0.237, -0.032], [0.901, -0.038, 0.127], [0.359, -1.282, 0.246], [-1.009, -1.180, 0.202], [-1.318, 0.201, 0.047], [-2.619, 0.745, 0.014], [-0.122, 0.881, 0.002], [2.838, -0.716, -0.126], [2.484, 0.814, -0.946], [2.726, 0.785, 0.822], [0.997, -2.148, 0.358], [-1.715, -1.997, 0.275], [-3.269, 0.118, -0.444], [-2.647, 1.640, -0.457], [0.083, 1.940, -0.087]], "forces_ev_per_a": [[0.11, 0.00, 0.00], [-0.16, -0.12, -0.03], [0.12, -0.02, -0.03], [-0.11, 0.02, 0.03], [0.21, -0.08, 0.00], [-0.02, 0.02, -0.14], [-0.04, 0.03, 0.00], [-0.05, 0.18, 0.04], [0.00, -0.07, 0.14], [-0.11, -0.06, -0.11], [-0.10, 0.10, -0.07], [0.12, 0.14, 0.02], [0.06, 0.09, 0.08], [-0.01, -0.08, 0.07], [-0.02, -0.15, -0.03]], "mulliken_charge": [-0.8627, 0.1859, -0.3220, -0.8223, 0.8285, -0.5757, -0.8329, 0.2814, 0.3316, 0.2777, 0.3433, 0.3323, 0.2598, 0.2392, 0.3360], "smiles": "Cn1ccc(N)c1", "multiplicity": 1}

***

LUMO across the listed records, respectively: -0.545 3.710 4.228 1.042 eV.
ΔE to the lowest compared entry with this formula, charge and spin across the listed records, respectively: 1019.7 216.1 81.6 45.5 kJ/mol.
Max |F| across the listed records, respectively: 6.30 2.34 9.33 0.22 eV/Å.